{"formula": "C35H54BrN3OP2Pb", "method": "ωB97M-V/def2-TZVPD", "e_homo_ev": [-11.48, -11.38], "total_charge": 2, "homo_lumo_gap_ev": [3.90, 3.11], "symbols": ["N", "C", "C", "C", "C", "C", "C", "Pb", "P", "C", "C", "C", "C", "C", "C", "C", "Br", "H", "H", "H", "H", "H", "H", "H", "H", "H", "H", "P", "C", "C", "H", "H", "H", "H", "H", "C", "C", "H", "H", "H", "H", "H", "C", "C", "H", "H", "H", "H", "H", "C", "C", "H", "H", "H", "H", "H", "C", "C", "H", "H", "H", "H", "H", "C", "C", "H", "H", "H", "H", "H", "C", "C", "N", "C", "C", "C", "O", "C", "C", "C", "C", "N", "C", "H", "H", "H", "H", "H", "H", "H", "H", "H", "H", "H", "H", "H", "H"], "coordinates": [[-5.18, 4.54, -4.66], [-5.16, 5.07, -3.45], [-4.12, 4.86, -2.52], [-3.03, 4.00, -2.85], [-3.14, 3.41, -4.15], [-4.18, 3.74, -5.02], [-1.86, 3.78, -2.03], [0.48, 2.60, -0.48], [4.37, 0.01, -0.98], [-0.92, 2.76, -2.42], [-1.34, 1.36, -2.71], [-0.60, 0.62, -3.65], [-0.69, -0.76, -3.66], [-1.54, -1.43, -2.76], [-2.53, -0.66, -2.13], [-2.47, 0.74, -2.15], [0.83, -1.01, -0.99], [-1.57, 4.57, -1.30], [-0.08, 3.07, -3.07], [-4.20, 5.36, -1.56], [-2.42, 2.68, -4.54], [-6.00, 5.74, -3.21], [-4.21, 3.35, -6.03], [0.06, 1.12, -4.36], [-3.27, 1.35, -1.69], [-0.06, -1.32, -4.35], [-3.31, -1.14, -1.54], [-1.44, -3.21, -2.36], [3.62, 1.64, -0.73], [4.72, 2.70, -0.96], [3.24, 1.67, 0.30], [2.80, 1.76, -1.47], [4.42, 3.69, -0.59], [5.65, 2.42, -0.44], [4.99, 2.78, -2.02], [3.79, -0.62, -2.60], [4.67, -1.79, -3.08], [3.83, 0.21, -3.32], [2.74, -0.94, -2.45], [4.32, -2.13, -4.07], [5.72, -1.50, -3.16], [4.62, -2.64, -2.38], [3.84, -1.24, 0.23], [4.89, -1.47, 1.33], [3.68, -2.19, -0.31], [2.87, -0.94, 0.63], [4.54, -2.25, 2.01], [5.84, -1.80, 0.90], [5.07, -0.55, 1.89], [-1.36, -3.37, -0.57], [-1.30, -4.78, -0.01], [-2.20, -2.80, -0.14], [-0.43, -2.80, -0.33], [-2.21, -4.99, 0.55], [-1.18, -5.54, -0.80], [-0.46, -4.88, 0.69], [0.11, -3.81, -3.08], [0.02, -3.93, -4.60], [0.39, -4.77, -2.62], [0.88, -3.08, -2.76], [-0.83, -4.56, -4.89], [-0.14, -2.96, -5.07], [0.94, -4.36, -5.02], [-2.97, -3.97, -2.97], [-4.28, -3.48, -2.34], [-2.87, -5.05, -2.83], [-2.98, -3.77, -4.05], [-5.12, -4.10, -2.69], [-4.27, -3.52, -1.25], [-4.51, -2.45, -2.65], [2.15, 2.33, 7.74], [0.66, 2.18, 7.63], [0.18, 1.48, 6.39], [0.52, 0.05, 6.37], [0.04, -0.68, 7.63], [0.21, 2.23, 5.21], [0.64, 3.38, 5.21], [-0.39, 1.67, 3.93], [-1.35, 0.65, 3.90], [-1.88, 0.25, 2.68], [-1.47, 0.90, 1.52], [-0.55, 1.90, 1.54], [-0.08, 2.34, 2.76], [2.64, 1.35, 7.77], [2.38, 2.84, 8.68], [2.55, 2.93, 6.92], [0.27, 1.57, 8.46], [0.16, 3.15, 7.64], [0.08, -0.41, 5.48], [1.62, -0.08, 6.29], [-0.99, -0.41, 7.89], [0.09, -1.76, 7.45], [0.70, -0.46, 8.49], [-1.73, 0.23, 4.84], [-2.60, -0.56, 2.60], [-1.87, 0.64, 0.53], [0.53, 3.25, 2.74]], "lowdin_charge": [0.10, -0.10, 0.03, -0.20, 0.01, -0.09, -0.01, 1.51, 0.95, -0.37, -0.33, -0.06, -0.12, -0.35, -0.09, -0.03, 0.35, 0.12, 0.13, 0.12, 0.12, 0.13, 0.12, 0.14, 0.14, 0.10, 0.10, 1.00, -0.53, -0.17, 0.05, -0.02, 0.07, 0.07, 0.08, -0.47, -0.16, 0.08, -0.05, 0.07, 0.07, 0.06, -0.49, -0.17, 0.06, -0.02, 0.07, 0.07, 0.06, -0.38, -0.11, 0.09, -0.05, 0.08, 0.07, 0.09, -0.31, -0.12, 0.11, 0.05, 0.08, 0.05, 0.10, -0.31, -0.12, 0.11, 0.10, 0.09, 0.08, 0.07, -0.07, -0.20, -0.05, -0.22, -0.08, -0.37, 0.07, -0.08, 0.03, -0.01, -0.13, -0.15, -0.04, 0.07, 0.09, 0.08, 0.11, 0.12, 0.09, 0.13, 0.09, 0.08, 0.08, 0.14, 0.12, 0.09, 0.13]}